No. 1
Molecular formula: C24H58P2PtSi4Te
Method: DFT, ωB97M-V/def2-TZVPD

2S+1   3
⟨S²⟩   2.019
ΔE to the lowest compared entry with this formula, charge and spin   0.0 kcal/mol
Electronic energy   -3177.13883 a.u.
Net charge   0

Element x y z (Å)
H (1.34, 4.66, -0.67)
H (1.98, -0.08, 6.34)
H (1.26, 1.44, -4.56)
H (-3.00, -2.66, 3.75)
C (0.08, 2.42, 6.86)
C (3.07, 0.59, 3.17)
H (-0.63, 3.30, -2.29)
H (2.46, -5.41, -5.97)
H (2.25, 3.62, 5.15)
Si (-0.32, 0.80, 3.82)
H (-0.71, -6.34, -5.23)
C (-3.75, 0.29, 4.28)
H (-3.84, 0.69, 3.26)
H (2.82, 0.98, 2.17)
P (-0.48, 3.31, 0.11)
H (-0.87, -1.11, 6.74)
H (-1.85, 3.93, 3.65)
H (-0.90, -0.33, -6.92)
H (1.20, -0.66, -6.60)
H (-1.71, 5.06, 1.22)
C (0.74, 0.51, -4.83)
H (0.75, -2.25, -1.74)
P (0.73, -4.65, -4.40)
H (-0.59, 1.62, 7.20)
H (1.11, 2.15, 7.12)
H (-1.89, -1.98, 2.54)
H (1.23, 4.70, 4.17)
H (-2.77, -1.54, -4.87)
Si (-2.09, -0.54, 4.59)
H (-2.40, 0.29, -6.23)
Si (-0.08, 2.79, 5.02)
C (-1.90, -0.89, 6.43)
C (-2.03, -2.15, 3.61)
H (-4.54, -0.47, 4.42)
H (-1.88, -2.37, -6.15)
H (1.88, 3.20, 3.47)
H (-0.19, 3.34, 7.40)
C (0.25, 1.34, -1.99)
C (-0.14, -1.62, -1.63)
C (1.24, 3.89, 0.12)
H (-1.76, 2.09, -1.58)
C (0.48, -2.64, -4.88)
C (-0.69, 0.64, -4.99)
H (0.95, -2.80, 3.29)
C (-1.46, -0.23, -5.98)
H (-1.23, -2.82, 3.96)
C (2.02, -0.94, 5.65)
H (1.10, 1.79, -2.53)
H (0.42, -5.82, -6.53)
H (-1.02, -4.81, -6.10)
H (-2.46, 4.63, -0.35)
C (-1.51, 4.79, 0.18)
C (-0.76, -2.01, -4.28)
H (2.60, -0.05, -5.71)
H (2.60, -2.38, -5.19)
H (2.75, -5.89, -4.27)
H (3.13, -4.23, -4.77)
C (-1.79, -1.60, -5.37)
H (2.52, -2.36, 2.58)
C (1.50, -1.99, 2.79)
H (3.95, -0.06, 3.07)
Pt (-0.27, -0.34, -3.30)
H (3.33, 1.43, 3.82)
H (-0.08, -1.04, -0.70)
H (-3.93, 1.11, 4.99)
C (1.60, -0.49, -5.58)
H (-2.52, -1.77, 6.67)
H (0.67, 0.85, -1.10)
C (1.47, 3.65, 4.38)
H (1.48, 4.33, 1.09)
C (1.75, -1.82, -4.80)
H (-0.97, 5.63, -0.31)
H (-2.27, -0.05, 7.04)
H (-1.04, -2.25, -1.61)
C (-0.23, -5.47, -5.72)
H (-2.45, 3.54, 5.28)
H (3.03, -1.36, 5.68)
H (1.32, -1.71, 6.01)
Te (-1.22, 1.39, 1.54)
H (0.30, -2.90, -5.95)
H (1.95, -1.60, -3.74)
C (-1.57, 3.89, 4.71)
H (-1.26, -2.75, -3.63)
Si (1.66, -0.46, 3.86)
H (-1.33, 4.91, 5.05)
H (1.93, 3.06, -0.09)
H (1.01, -1.78, 1.83)
C (2.44, -5.07, -4.92)
H (-1.11, 1.65, -4.83)
C (-0.73, 2.47, -1.57)

Mulliken population analysis, charges in e, atoms 1 to 8: H 0.4483; H 0.2116; H 0.8139; H 0.3902; C -1.0698; C -0.9705; H 0.3926; H 0.2984

No. 2
Molecular formula: C24H59AlCaCl4F4K2N2O3PSi2
Method: DFT, ωB97M-V/def2-TZVPD

Electronic energy   -6565.29015 a.u.
Net charge   +1

Element x y z (Å)
O (7.12, 1.75, 2.00)
Si (-2.61, -3.00, -0.17)
C (2.21, 2.37, 5.37)
H (-2.63, -2.20, -3.93)
C (1.50, 2.51, 1.46)
H (1.47, 1.68, 7.99)
Cl (-0.41, -1.12, 2.88)
H (5.17, 1.79, 2.48)
H (1.01, 0.42, -0.67)
C (1.64, 6.06, -1.67)
H (-4.09, -2.52, -4.91)
H (-3.73, -6.18, -2.47)
C (-3.75, -2.30, -3.90)
C (2.88, 0.42, 6.92)
H (-8.19, -6.73, -6.65)
C (1.00, 1.65, 4.77)
H (-2.34, -5.34, -3.21)
H (3.01, 2.37, 9.82)
K (-1.85, 2.89, 2.70)
C (5.35, 2.59, 0.53)
C (7.38, 0.91, 3.12)
O (-4.43, -6.19, -6.31)
H (-7.41, -7.65, -8.91)
H (-0.75, 2.68, 1.03)
H (2.61, 6.03, -2.15)
H (-6.67, -3.05, -2.88)
H (5.35, 3.62, 0.91)
H (4.30, 1.37, 9.15)
Cl (-1.30, -3.60, -3.44)
H (-3.76, -1.75, 1.63)
C (2.04, 0.18, -0.41)
C (5.77, 1.57, 1.59)
H (-6.24, -4.22, -4.14)
F (0.73, 10.46, -4.57)
C (3.30, 1.40, 5.82)
H (2.12, -0.25, 6.54)
H (-0.80, -1.20, -0.26)
H (3.74, -0.20, 7.17)
Si (-4.29, -3.71, -2.73)
H (3.26, 0.61, 1.80)
H (3.56, 3.25, -0.42)
H (2.61, 0.22, -1.33)
H (1.29, 1.04, 3.91)
C (-6.92, -6.68, -8.85)
C (-6.11, -3.96, -3.09)
H (1.61, 3.46, 0.95)
H (6.94, -0.07, 2.97)
H (-6.16, -6.62, -9.62)
H (0.90, 6.34, -2.42)
H (-2.29, -0.65, -1.07)
Al (0.12, 8.91, -4.47)
C (-4.99, -6.33, -7.38)
O (-0.21, 0.84, 1.63)
C (-3.11, -2.62, 1.58)
H (0.51, 1.00, 5.48)
H (-6.83, -7.38, -5.70)
K (-1.27, 1.04, -1.43)
H (3.64, 0.82, 4.96)
C (-1.45, -4.47, -0.07)
H (4.18, 1.79, -1.14)
H (1.73, 2.61, 2.52)
C (1.65, 7.01, -0.51)
H (2.09, -0.83, -0.01)
H (-1.99, -5.36, 0.26)
H (-3.77, -5.70, -4.18)
F (1.28, 7.90, -3.74)
Ca (7.92, 3.36, 0.33)
H (-7.66, -5.89, -9.01)
H (2.31, 6.67, 0.29)
C (-7.15, -6.57, -6.36)
H (-7.07, -5.64, -5.80)
H (-2.23, -2.42, 2.19)
C (-3.44, -5.41, -3.18)
H (-3.63, -3.48, 2.00)
N (-4.05, -3.31, -1.08)
H (-4.19, -1.34, -3.59)
H (5.55, 0.54, 1.32)
Cl (1.26, 4.36, -1.13)
F (-0.23, 8.29, -5.99)
H (6.93, 1.34, 4.01)
H (3.72, 2.80, 8.27)
C (3.41, 1.96, 8.90)
C (2.37, 1.08, 8.20)
H (-1.21, -1.79, -1.88)
H (1.99, 7.98, -0.86)
H (-4.44, -6.31, -8.34)
C (0.10, 1.99, 1.37)
H (2.63, 3.05, 4.62)
C (-1.64, -1.51, -0.92)
H (-0.97, -4.66, -1.02)
H (6.11, 2.58, -0.28)
Cl (0.02, 7.23, 0.19)
H (8.45, 0.79, 3.25)
N (-6.31, -6.52, -7.54)
H (-0.68, -4.24, 0.67)
C (4.02, 2.28, -0.19)
P (2.76, 1.37, 0.74)
F (-1.25, 8.86, -3.49)
H (-6.52, -4.77, -2.48)
H (4.17, 1.98, 6.15)
H (1.89, 3.00, 6.20)
H (0.26, 2.38, 4.42)
H (2.06, 0.29, 8.89)

Mulliken population analysis, charges in e, atoms 1 to 8: O -0.3872; Si -0.1120; C -0.5543; H 0.3477; C 0.7734; H 0.2097; Cl -0.6655; H 0.2998